Record 1
52
Properties=species:S:1:pos:R:3 method="wB97M-V/def2-TZVPD" homo_lumo_gap_ha=0.3458 largest_force_ev_per_a=2.50 smiles="FC(F)C(F)(F)COC(F)(F)C(F)F.FC(F)C(F)(F)COC(F)(F)C(F)F.O=C(F)C[PH]#[PH]P(=O)(O)O" charge=0
F -1.302 -4.251 0.500
C -2.586 -3.859 0.419
F -2.948 -3.917 -0.886
C -2.797 -2.427 0.921
F -2.174 -1.547 0.101
F -4.134 -2.202 0.794
C -2.451 -2.103 2.386
O -1.207 -1.488 2.681
C -0.044 -2.200 2.885
F -0.283 -3.521 3.026
F 0.476 -1.771 4.051
C 0.996 -1.909 1.803
F 0.495 -2.171 0.576
F 2.081 -2.703 1.987
H -3.210 -4.557 0.983
H -3.174 -1.340 2.668
H -2.646 -2.950 3.043
H 1.308 -0.871 1.831
F -1.289 1.648 1.909
C -0.039 1.802 1.443
F 0.752 0.900 2.092
C 0.513 3.207 1.690
F 0.665 3.424 3.014
F 1.760 3.202 1.144
C -0.223 4.398 1.051
O -1.133 5.156 1.838
C -2.456 4.805 1.988
F -2.824 3.838 1.127
F -3.185 5.899 1.681
C -2.802 4.451 3.438
F -2.021 3.460 3.903
F -4.089 4.036 3.493
H -0.025 1.558 0.377
H 0.567 5.114 0.832
H -0.655 4.134 0.086
H -2.677 5.327 4.077
O 1.864 -0.323 -1.114
C 1.366 -0.495 -2.197
F 1.184 0.538 -3.018
C 0.884 -1.828 -2.665
P 0.977 -2.182 -4.495
P 3.029 -2.958 -4.733
P 4.123 -1.365 -5.700
O 3.701 -1.138 -7.067
O 5.663 -1.793 -5.626
O 3.972 -0.052 -4.793
H -0.146 -1.921 -2.370
H 1.473 -2.569 -2.172
H 0.994 -0.937 -5.160
H 3.599 -3.044 -3.442
H 6.103 -1.202 -5.001
H 3.974 0.699 -5.402

***

Record 2
36
Properties=species:S:1:pos:R:3 method="wB97M-V/def2-TZVPD" homo_lumo_gap_ha=0.3123 largest_force_ev_per_a=2.56 charge=+1 de_lowest_kj_mol=0.0
Mg -0.198 0.440 -0.355
C -3.192 -0.264 0.465
O -2.206 0.832 0.209
C -2.657 2.182 0.014
C -1.485 3.062 0.253
O -0.418 2.461 -0.467
C 0.951 2.899 -0.082
C 1.789 2.504 -1.282
O 1.522 1.090 -1.265
C 2.309 0.245 -2.205
H -3.522 -0.299 1.517
H -2.666 -1.203 0.255
H -4.108 -0.121 -0.146
H -3.511 2.428 0.696
H -2.890 2.207 -1.049
H -1.158 3.213 1.291
H -1.587 4.133 -0.116
H 1.200 2.362 0.866
H 0.968 3.977 0.133
H 2.855 2.766 -1.172
H 1.457 2.905 -2.255
H 3.308 0.142 -1.833
H 2.287 0.745 -3.194
H 1.764 -0.687 -2.212
F 1.973 -4.859 2.787
C 1.441 -4.076 1.843
C 1.833 -2.759 1.734
F 2.559 -2.184 2.730
C 1.198 -1.909 0.856
F 1.452 -0.503 1.024
C 0.172 -2.303 0.002
O -0.435 -1.434 -0.788
C -0.156 -3.645 0.131
F -1.256 -3.999 -0.490
C 0.444 -4.531 0.985
F -0.037 -5.815 1.117

***

Record 3
27
Properties=species:S:1:pos:R:3 method="wB97M-V/def2-TZVPD" homo_lumo_gap_ha=0.2789 largest_force_ev_per_a=4.82 charge=+1 de_lowest_kj_mol=344.8
C -3.730 -0.038 -0.639
C -3.126 1.028 0.055
C -3.122 -1.263 -0.494
C -1.893 0.978 0.621
C -1.836 -1.328 -0.006
C -1.172 -0.216 0.478
C 3.324 -0.644 -0.483
C 3.191 0.736 0.024
C 1.965 -0.911 -1.085
C 1.984 1.279 -0.397
C 1.205 0.226 -0.964
C 0.189 -0.426 0.875
N 0.555 0.375 1.887
H -4.710 0.317 -1.189
H -3.745 1.884 0.196
H -3.683 -2.059 -1.021
H -1.423 1.808 1.041
H -1.464 -2.238 0.223
H 4.035 -0.635 -1.510
H 4.060 1.245 0.355
H 1.639 -1.749 -1.618
H 1.901 2.365 -0.419
H 0.198 0.533 -1.393
H 0.738 -1.279 0.696
H 3.541 -1.418 0.193
H 1.450 0.427 2.276
H -0.072 1.003 2.299

***

Record 4
33
Properties=species:S:1:pos:R:3 method="wB97M-V/def2-TZVPD" homo_lumo_gap_ha=0.3162 largest_force_ev_per_a=1.43 smiles="C[C@H](CC(=O)O)CC(=O)Nc1cccc([N+](=O)[O-])c1" charge=0 de_lowest_kj_mol=207.0
C 3.864 1.905 1.499
C 2.845 0.836 1.118
C 3.328 0.079 -0.133
C 2.333 -0.983 -0.520
O 1.401 -0.816 -1.267
O 2.585 -2.145 0.075
C 1.465 1.457 0.870
C 0.370 0.404 0.939
O 0.423 -0.536 1.700
N -0.680 0.658 0.103
C -1.803 -0.127 -0.133
C -2.118 -1.259 0.622
C -3.255 -1.996 0.339
C -4.105 -1.626 -0.686
C -3.791 -0.495 -1.430
N -4.664 -0.083 -2.501
O -5.627 -0.778 -2.743
O -4.385 0.937 -3.094
C -2.655 0.253 -1.166
H 3.561 2.411 2.412
H 4.840 1.457 1.665
H 3.956 2.645 0.707
H 2.746 0.118 1.939
H 3.439 0.778 -0.964
H 4.285 -0.397 0.080
H 1.889 -2.794 -0.116
H 1.254 2.184 1.658
H 1.450 1.974 -0.090
H -0.570 1.427 -0.543
H -1.462 -1.554 1.423
H -3.479 -2.869 0.932
H -4.997 -2.186 -0.920
H -2.446 1.121 -1.775

***

Record 5
30
Properties=species:S:1:pos:R:3 method="wB97M-V/def2-TZVPD" homo_lumo_gap_ha=0.2623 largest_force_ev_per_a=2.71 charge=+2
C 5.345 -1.862 -0.472
C 4.986 -0.592 -0.141
N 3.544 -0.296 -0.134
C 2.865 -0.030 -1.268
C 1.510 0.202 -1.242
C 0.816 0.166 -0.028
C -0.658 0.378 -0.016
C -1.407 -0.200 1.019
C -2.772 -0.048 1.022
N -3.417 0.657 0.078
P -5.219 0.794 0.250
N -5.848 -0.611 0.337
C -2.711 1.204 -0.920
C -1.342 1.094 -0.997
C 1.550 -0.070 1.131
C 2.907 -0.298 1.039
H 5.121 -2.301 -1.447
H 5.876 -2.518 0.215
H 5.688 0.211 0.051
H 3.423 -0.034 -2.193
H 0.966 0.408 -2.150
H -0.929 -0.785 1.788
H -3.360 -0.514 1.804
H -5.477 1.536 1.420
H -5.640 1.549 -0.858
H -6.334 -0.741 1.218
H -3.236 1.748 -1.695
H -0.801 1.533 -1.821
H 1.058 -0.075 2.091
H 3.497 -0.506 1.920

***

Record 6
33
Properties=species:S:1:pos:R:3 method="wB97M-V/def2-TZVPD" homo_lumo_gap_ha=0.2983 largest_force_ev_per_a=2.11 charge=0 de_lowest_kj_mol=123.8
C -2.694 2.408 -0.868
C -1.964 2.203 -2.210
O -2.624 2.051 -3.211
N -0.544 2.185 -2.154
C 0.085 2.080 -3.486
C -0.030 1.217 -1.231
C 0.973 1.596 -0.395
C 1.563 0.741 0.607
C 1.133 -0.540 0.781
N 1.742 -1.312 1.832
C 2.029 -2.709 1.442
C 0.915 -1.207 3.010
C 0.148 -2.389 3.612
O 0.801 -0.122 3.541
C 0.095 -0.997 -0.101
N -0.443 -2.231 -0.092
S -1.558 -2.220 -1.275
N -1.449 -0.701 -1.854
C -0.493 -0.138 -1.113
H -3.552 1.724 -0.814
H -2.034 2.273 0.001
H -3.087 3.436 -0.819
H -0.510 2.523 -4.288
H 0.393 1.041 -3.695
H 1.030 2.654 -3.438
H 1.359 2.615 -0.474
H 2.362 1.140 1.228
H 1.140 -3.349 1.374
H 2.654 -3.138 2.245
H 2.581 -2.750 0.496
H -0.586 -2.056 4.354
H 0.880 -3.012 4.158
H -0.315 -3.016 2.836

***

Record 7
34
Properties=species:S:1:pos:R:3 method="wB97M-V/def2-TZVPD" homo_lumo_gap_ha=0.3564 largest_force_ev_per_a=4.99 smiles="CC(C)(C)C(=O)OCSc1nc(-c2cnccn2)no1" charge=0 de_lowest_kj_mol=320.1
C -0.444 -1.089 1.749
C -1.022 -0.046 2.626
C -0.397 -0.280 4.010
C -2.581 -0.201 2.635
C -0.513 1.264 1.976
O -1.387 1.801 1.302
O 0.649 1.895 2.398
C 1.137 2.894 1.413
S 2.590 2.190 0.470
C 1.768 1.713 -0.932
N 1.774 0.450 -1.398
C 0.881 0.543 -2.470
C 0.770 -0.525 -3.321
C 0.274 -1.745 -2.792
N 0.145 -2.851 -3.563
C 0.421 -2.695 -4.843
C 0.828 -1.484 -5.352
N 1.014 -0.338 -4.618
N 0.365 1.724 -2.627
O 0.860 2.439 -1.594
H 0.624 -0.897 1.458
H -1.023 -1.068 0.791
H -0.586 -2.114 2.149
H -0.553 0.566 4.758
H 0.664 -0.446 3.939
H -0.817 -1.217 4.465
H -2.984 -0.345 1.703
H -2.805 -0.984 3.377
H -3.069 0.707 3.064
H 0.478 3.084 0.615
H 1.384 3.769 2.110
H -0.077 -1.554 -1.776
H 0.605 -3.610 -5.347
H 1.028 -1.547 -6.374

***

Record 8
27
Properties=species:S:1:pos:R:3 method="wB97M-V/def2-TZVPD" homo_lumo_gap_ha=0.2903 largest_force_ev_per_a=5.28 charge=0 de_lowest_kj_mol=129.4
C -3.493 1.143 0.189
C -2.330 0.223 0.632
C -1.074 0.003 0.388
C 0.023 -0.610 -0.065
C 1.337 -0.542 0.541
C 1.527 0.516 1.538
C 1.347 1.792 1.583
C 0.903 2.603 0.412
C 2.295 -1.446 0.313
C 2.055 -2.415 -0.803
C 0.864 -2.469 -1.328
C -0.293 -1.592 -1.094
S -0.880 -0.939 -2.731
H -3.279 1.509 -0.777
H -4.487 0.808 0.271
H -3.469 2.001 0.848
H -2.728 -0.654 1.241
H 1.865 0.095 2.526
H 1.668 2.275 2.553
H 0.512 3.624 0.654
H 1.660 2.817 -0.332
H 0.064 2.028 0.046
H 3.321 -1.304 0.686
H 2.816 -3.012 -1.024
H 0.756 -3.278 -2.173
H -1.256 -2.161 -0.828
H 0.276 -1.017 -3.267